ORCA calculation (the ωB97M-V functional and the def2-TZVPD basis) on a molecular structure, C39H35AuCl2N4O2P2.

Each line ends with the Löwdin spin population.
Positions of all 85 atoms, in Å:
Au 0.618 -1.419 -0.243  0.057
C -0.534 0.347 2.831  0.001
C 2.178 0.177 2.270  0.002
P 2.343 -0.152 0.451  0.010
C 2.926 1.259 -0.529  0.002
C 2.377 1.442 -1.794  0.001
C 2.877 2.424 -2.640  0.000
C 3.920 3.234 -2.223  0.001
C 4.474 3.055 -0.959  0.000
C 3.989 2.065 -0.122  0.001
C 3.858 -1.193 0.382  0.005
C 3.919 -2.258 -0.512  0.002
C 5.076 -3.017 -0.622  0.000
C 6.179 -2.724 0.162  0.000
C 6.127 -1.668 1.063  0.000
C 4.974 -0.909 1.169  0.000
C -1.534 -0.176 1.783  0.024
P -1.836 0.547 0.096  0.348
C -3.130 1.799 0.622  0.002
C -4.369 1.291 1.023  0.006
C -5.377 2.112 1.501  0.000
C -5.178 3.480 1.596  0.003
C -3.957 4.006 1.212  -0.001
C -2.948 3.178 0.735  0.002
C -2.965 -0.727 -0.642  0.119
C -3.205 -0.554 -2.003  0.019
C -4.007 -1.451 -2.695  0.000
C -4.569 -2.532 -2.032  0.013
C -4.326 -2.715 -0.677  0.005
C -3.520 -1.824 0.014  0.030
H -1.409 2.050 3.060  0.000
H -0.922 -0.066 3.771  0.000
H 2.914 -0.470 2.746  0.000
H 2.383 1.212 2.527  0.001
H 1.549 0.818 -2.110  0.000
H 2.439 2.557 -3.620  0.000
H 4.310 4.001 -2.879  0.000
H 5.297 3.678 -0.635  0.000
H 4.450 1.923 0.848  0.000
H 3.056 -2.499 -1.123  0.002
H 5.110 -3.845 -1.318  0.000
H 7.079 -3.320 0.081  0.000
H 6.982 -1.440 1.685  0.000
H 4.947 -0.097 1.886  0.000
H -2.520 -0.122 2.254  0.008
H -1.329 -1.236 1.601  -0.001
H -4.570 0.231 0.946  0.001
H -6.324 1.677 1.794  0.000
H -5.965 4.126 1.965  0.000
H -3.776 5.071 1.279  0.000
H -2.016 3.651 0.476  0.000
H -2.755 0.285 -2.522  0.001
H -4.184 -1.308 -3.753  0.000
H -5.187 -3.239 -2.570  0.001
H -4.747 -3.566 -0.157  0.001
H -3.317 -2.008 1.060  0.002
C 2.066 3.911 1.720  0.001
N 1.127 3.491 0.687  0.016
C 0.820 4.388 -0.312  -0.003
C -0.012 4.076 -1.328  0.012
C -0.695 2.788 -1.279  0.013
O -1.501 2.373 -2.095  0.030
N -0.384 2.055 -0.142  0.268
C 0.642 2.215 0.681  0.035
O -0.494 1.753 3.001  0.000
H 2.757 4.656 1.330  0.000
H 2.631 3.053 2.060  0.000
H 1.517 4.319 2.569  0.000
H 1.313 5.349 -0.241  0.000
H -0.213 4.747 -2.148  0.002
Cl 0.433 -3.007 -3.081  0.031
C -0.628 -4.151 -2.330  0.140
C -1.014 -5.241 -3.071  -0.019
C -1.850 -6.201 -2.505  0.173
C -2.281 -6.070 -1.189  -0.018
C -1.899 -4.972 -0.454  0.142
Cl -2.408 -4.884 1.198  0.034
C -1.063 -3.913 -0.969  0.027
N -0.789 -2.885 -0.223  0.440
H -0.663 -5.347 -4.088  -0.004
H -2.152 -7.063 -3.085  0.011
H -2.906 -6.825 -0.734  -0.004
N 0.917 -1.544 3.214  0.000
C 0.843 -0.353 2.771  0.001
H 0.007 -1.878 3.537  0.000

The expectation value of S² is 2.0588. The lowest unoccupied orbital energy (alpha / beta) comes out at 0.456 / -0.781 eV. Its spin multiplicity is 3. The value obtained for the HOMO-LUMO gap (alpha / beta) is 6.90 / 6.79 eV. The HOMO energy (alpha / beta) is -6.441 / -7.576 eV. The value obtained for the calculated total energy is -98377.1221 eV.

ORCA calculation (the ωB97M-V functional and the def2-TZVPD basis) on a molecular structure, C39H35CaClN2Si2 in a non-equilibrium geometry.

Each line ends with the Mulliken charge.
Positions of all 80 atoms, in Å:
C -0.796 -0.543 1.670  -0.212
C 0.166 -1.519 1.299  -0.920
C 1.452 -0.910 1.359  -0.649
H -0.037 -2.567 1.083  0.462
C 1.278 0.443 1.759  -0.463
C -0.113 0.665 1.954  -0.760
H -0.566 1.577 2.335  0.456
H -1.862 -0.715 1.800  0.396
H 2.410 -1.404 1.197  0.558
H 2.077 1.161 1.941  0.459
Ca 0.215 0.242 -0.717  1.936
Si 3.240 -0.015 -2.557  -0.320
C 3.065 -1.813 -2.903  0.877
C 3.160 -2.360 -4.199  -0.530
H 3.372 -1.721 -5.063  0.365
C 3.007 -3.736 -4.388  -0.531
H 3.154 -4.159 -5.388  0.439
C 2.666 -4.567 -3.310  -0.625
H 2.521 -5.638 -3.472  0.403
C 2.512 -4.021 -2.029  -0.648
H 2.203 -4.652 -1.189  0.445
C 2.766 -2.665 -1.815  0.023
H 2.725 -2.272 -0.789  0.232
C 4.392 0.307 -1.156  1.821
C 5.315 -0.629 -0.658  -0.045
H 5.529 -1.557 -1.198  0.067
C 5.958 -0.384 0.561  -0.678
H 6.653 -1.130 0.954  0.421
C 5.718 0.794 1.271  -0.613
H 6.198 0.966 2.236  0.451
C 4.889 1.776 0.716  -0.817
H 4.733 2.727 1.226  0.456
C 4.272 1.553 -0.512  -0.983
H 3.674 2.346 -0.970  0.388
H 1.904 0.655 -2.397  -0.261
Si 6.057 0.302 -4.912  0.437
C 7.331 0.788 -3.676  0.648
C 8.540 0.065 -3.573  -0.262
H 8.698 -0.832 -4.178  0.336
C 9.548 0.474 -2.693  -0.672
H 10.474 -0.098 -2.630  0.386
C 9.365 1.605 -1.889  -0.512
H 10.148 1.925 -1.200  0.380
C 8.161 2.316 -1.968  -0.448
H 8.003 3.192 -1.334  0.382
C 7.155 1.914 -2.851  -0.364
H 6.222 2.482 -2.888  0.227
C 6.315 -1.498 -5.291  0.312
C 6.391 -2.511 -4.316  0.160
H 6.231 -2.276 -3.258  0.144
C 6.642 -3.838 -4.688  -0.536
H 6.609 -4.621 -3.922  0.411
C 6.925 -4.164 -6.018  -0.577
H 7.149 -5.196 -6.295  0.373
C 6.908 -3.155 -6.990  -0.514
H 7.139 -3.393 -8.029  0.382
C 6.585 -1.842 -6.634  -0.687
H 6.559 -1.059 -7.398  0.328
H 6.061 1.160 -6.120  -0.334
Cl 3.990 1.053 -4.291  -0.319
C -3.551 -2.301 -1.649  -0.846
C -4.602 -1.382 -1.683  -0.472
C -4.332 -0.032 -1.457  -0.784
C -3.010 0.383 -1.220  0.337
N -1.986 -0.520 -1.254  -0.184
C -2.253 -1.831 -1.428  -0.271
C -2.656 1.781 -0.861  0.492
C -3.615 2.801 -0.752  -0.810
C -3.230 4.065 -0.297  -0.454
C -1.898 4.281 0.054  -0.859
C -0.984 3.238 -0.096  -0.274
N -1.345 2.031 -0.579  -0.101
H -3.718 -3.363 -1.792  0.377
H -5.623 -1.707 -1.881  0.402
H -5.119 0.718 -1.448  0.274
H -1.400 -2.511 -1.382  0.422
H -4.641 2.575 -1.022  0.299
H -3.968 4.862 -0.223  0.406
H -1.557 5.238 0.437  0.375
H 0.069 3.356 0.177  0.392

The lowest unoccupied orbital energy (alpha / beta) comes out at -0.328 / -0.327 eV. Its spin multiplicity is 1. The value obtained for the HOMO-LUMO gap (alpha / beta) is 4.04 / 4.28 eV. The HOMO energy (alpha / beta) is -4.365 / -4.607 eV. The value obtained for the calculated total energy is -90707.1673 eV.